# 1
Formula: C16H21N5O3S
Source: OMol25
Level of theory: ωB97M-V with the def2-TZVPD basis set

```
46
Properties=species:S:1:pos:R:3:forces:R:3
C 7.44553 -0.13453 0.42215 0.19 -0.14 0.03
H 7.61704 -0.80277 -0.42783 -0.02 0.02 0.03
O 6.28486 0.64134 0.24449 -0.35 0.15 -0.05
C 5.09320 0.00773 0.13004 -0.11 0.13 -0.01
C 4.90733 -1.36487 0.16734 0.16 0.29 0.03
C 3.64314 -1.91606 0.03173 -0.36 0.10 -0.11
C 2.55178 -1.08336 -0.13983 1.11 0.02 0.15
C 2.70846 0.30141 -0.16295 -0.02 0.00 0.01
C 3.96902 0.85509 -0.03689 0.26 -0.11 0.02
O 4.23469 2.18199 -0.05476 0.21 -0.30 0.04
C 3.16463 3.07997 -0.23562 -0.19 0.15 -0.01
H 2.64812 2.90526 -1.18456 0.02 -0.01 0.02
H 2.44453 3.01843 0.58640 0.02 -0.01 -0.03
H 3.61502 4.07078 -0.24558 -0.09 -0.05 -0.01
H 1.84381 0.93399 -0.26615 0.01 0.15 0.07
N 1.28548 -1.66424 -0.27620 -1.83 0.26 -0.58
C 0.12194 -1.21072 -0.82647 0.33 -0.43 0.17
N -0.77447 -2.17811 -0.72167 -0.01 0.87 -0.43
N -0.16687 -3.18935 -0.12129 -0.12 -0.93 0.24
N 1.03431 -2.91520 0.14687 0.92 -0.42 0.58
S -0.13817 0.31782 -1.58494 -0.07 0.37 -0.27
C -1.77043 0.04362 -2.35025 0.14 0.03 0.23
H -1.79097 -0.97538 -2.73172 -0.02 0.03 -0.07
H -1.81570 0.76617 -3.16465 -0.03 -0.06 0.08
C -2.91583 0.32532 -1.36982 0.43 -0.58 -0.27
O -3.49823 1.38867 -1.38529 -0.29 0.48 0.04
N -3.17550 -0.71024 -0.55889 0.00 -0.37 0.13
H -2.54482 -1.50783 -0.60098 -0.10 0.20 -0.11
C -4.17218 -0.69903 0.49806 -0.02 0.23 -0.02
C -3.86149 0.33992 1.59509 -0.04 -0.08 0.13
H -3.27129 1.14570 1.15860 0.04 0.00 0.00
H -3.30283 -0.09441 2.42339 0.08 0.00 0.00
C -5.22486 0.88380 2.00899 0.07 0.10 -0.06
H -5.72350 0.18215 2.68078 -0.05 0.00 0.08
H -5.15154 1.84943 2.50647 -0.03 0.01 0.10
C -5.96627 0.95846 0.67844 -0.14 -0.06 0.04
H -7.04282 1.07090 0.79649 -0.06 0.06 -0.02
H -5.58218 1.79499 0.09554 -0.03 0.03 -0.01
C -5.58937 -0.35272 -0.01145 -0.07 0.09 -0.04
H -5.60055 -0.25692 -1.09511 -0.04 -0.09 -0.03
H -6.28304 -1.14556 0.26978 -0.04 -0.03 -0.01
H -4.16225 -1.70743 0.91857 0.02 0.09 -0.05
H 3.50028 -2.98363 0.06089 0.02 -0.07 -0.01
H 5.74729 -2.02678 0.29807 0.12 -0.02 0.01
H 7.39950 -0.72236 1.34444 -0.01 0.01 -0.04
H 8.26520 0.57855 0.49031 -0.03 -0.09 0.00
```
Positions in Å, forces in eV/Å.

Computed properties:
HOMO energy = -8.4 eV
SMILES = COc1ccc(-n2nnnc2SCC(=O)NC2CCCC2)cc1OC
LUMO energy = 0.536 eV
Total energy = -1519.94404 Eh
Charge = 0
ΔE to the lowest compared entry with this formula, charge and spin = 91.0 kcal/mol
Maximum force = 0.038 Eh/bohr
Frontier orbital gap = 0.32858 hartree



# 2
Formula: C16H21N6O5OsPS
Source: OMol25
Level of theory: ωB97M-V with the def2-TZVPD basis set

```
51
Properties=species:S:1:pos:R:3:forces:R:3
Os 0.17598 0.48657 -0.16160 0.35 1.14 -0.30
C 3.68851 -1.89790 0.91135 -0.01 0.02 0.01
C 2.35632 -1.25318 0.75839 -0.03 0.07 0.08
N 2.14265 -0.15115 0.11439 0.12 -0.05 -0.06
N 3.20854 0.45929 -0.48419 -0.22 -0.04 -0.08
C 2.90625 1.64165 -0.93128 0.14 0.01 -0.14
N 3.81160 2.37586 -1.57374 -0.06 -0.02 0.01
S 1.32610 2.37243 -0.61074 0.19 0.15 0.28
C 1.14642 -1.78076 1.37922 -0.05 -0.04 -0.04
C 1.09515 -2.94657 2.12409 0.00 -0.01 0.03
C -0.11145 -3.35416 2.66733 0.01 -0.01 0.01
C -1.24619 -2.57966 2.46539 -0.01 0.00 0.03
C -1.14525 -1.42686 1.72045 0.09 0.13 0.12
N 0.02735 -1.03090 1.18302 0.11 -0.28 0.03
H 4.37177 -1.53564 0.15065 0.00 0.00 0.00
H 3.60718 -2.98140 0.84065 -0.01 0.00 -0.01
H 4.11030 -1.65618 1.89036 0.00 -0.01 0.00
H 4.73464 2.00041 -1.72653 0.03 0.02 0.05
H 3.61739 3.31615 -1.87066 0.00 0.00 -0.04
H 1.99328 -3.52782 2.27242 0.00 0.01 0.01
H -0.16699 -4.26874 3.24247 0.00 0.01 0.01
H -2.20437 -2.85785 2.88059 0.00 -0.01 -0.03
H -2.00698 -0.80178 1.54554 -0.02 -0.03 -0.03
O -3.98011 3.84554 3.47111 0.01 -0.06 0.05
C -3.54570 2.61537 3.18957 -0.06 0.04 0.03
O -4.20302 1.64093 3.38304 0.02 -0.03 -0.05
C -2.14952 2.47823 2.64880 0.14 0.04 0.12
C -0.94899 2.77800 3.26267 -0.06 -0.05 -0.02
N 0.03790 2.26465 2.49925 0.13 -0.07 0.08
N -0.46142 1.65908 1.42255 -0.61 -0.37 0.43
C -1.78367 1.78135 1.49362 -0.21 0.34 0.01
C -2.56260 1.29436 0.31642 0.18 -0.17 0.02
O -3.72948 1.44650 0.15021 0.02 0.01 0.04
O -1.74204 0.67151 -0.55761 -0.12 0.07 -0.37
H -3.35273 4.53197 3.21531 0.01 0.03 -0.06
H -0.73143 3.28066 4.19169 0.02 0.04 -0.04
H 1.03488 2.34313 2.63332 0.01 -0.04 0.00
C 0.65191 -1.52548 -4.29682 0.07 0.04 -0.05
P -0.43205 -0.62231 -3.21223 0.30 0.19 0.27
C -1.17970 0.71910 -4.10666 -0.06 0.05 -0.04
C -1.68306 -1.73149 -2.59493 0.00 -0.02 0.13
O 0.46629 -0.04570 -2.06118 -0.30 -1.02 -0.42
H 0.07876 -1.99329 -5.09814 0.01 -0.01 0.00
H 1.18135 -2.29079 -3.72939 -0.03 -0.03 -0.02
H 1.38100 -0.84100 -4.73148 0.00 -0.01 0.00
H -1.63905 0.34142 -5.02169 -0.02 0.02 0.01
H -0.40625 1.44159 -4.36973 -0.01 -0.01 -0.02
H -1.93845 1.20464 -3.49264 0.01 -0.02 0.02
H -2.18364 -2.23638 -3.42192 0.02 0.02 -0.02
H -2.41224 -1.17292 -2.01078 -0.03 0.00 -0.02
H -1.20516 -2.48051 -1.95993 -0.02 -0.04 -0.05
```
Positions in Å, forces in eV/Å.

Computed properties:
HOMO energy = -14.6 eV
LUMO energy = -8.109 eV
Total energy = -2156.84512 Eh
Charge = +2
ΔE to the lowest compared entry with this formula, charge and spin = 8.2 kcal/mol
Maximum force = 0.024 Eh/bohr
Frontier orbital gap = 0.23987 hartree



# 3
Formula: C16H21NO2
Source: OMol25
Level of theory: ωB97M-V with the def2-TZVPD basis set

```
40
Properties=species:S:1:pos:R:3:forces:R:3
C -1.56449 -2.34323 4.99274 0.17 -0.27 -0.05
C -0.72139 -1.96368 3.80118 -0.10 -0.25 0.25
O 0.06722 -2.74054 3.30836 -0.03 0.04 0.02
C -0.89835 -0.59313 3.25447 0.16 0.51 -0.45
C -0.10002 -0.23063 2.17345 -0.09 0.03 0.08
C -0.19732 1.02896 1.59407 -0.31 -0.06 0.32
C -1.11467 1.94307 2.10861 -0.03 0.15 -0.05
C -1.90911 1.58332 3.18312 0.02 -0.04 0.01
C -1.81174 0.33071 3.76112 0.08 -0.21 0.02
H -2.44538 0.08176 4.59693 -0.06 -0.05 0.10
H -2.61679 2.29855 3.57500 -0.05 0.06 0.02
H -1.19931 2.92011 1.66357 0.00 0.02 -0.01
N 0.64060 1.31289 0.51527 0.28 -0.35 0.05
C 0.66280 2.41557 -0.29210 0.53 -0.13 -0.21
O -0.05479 3.37908 -0.14961 -0.25 0.23 0.00
C 1.66906 2.30350 -1.42300 -0.18 0.18 -0.21
C 0.99856 1.73632 -2.68311 -0.10 -0.15 0.24
C 0.53298 0.28938 -2.54511 0.17 0.19 -0.40
C -0.16888 -0.22218 -3.80626 -0.09 -0.06 0.21
H -1.17082 0.18889 -3.91899 -0.03 0.08 -0.07
C -0.17873 -1.74605 -3.64722 -0.07 -0.02 -0.12
H -0.08842 -2.24523 -4.61085 -0.08 -0.06 -0.01
H -1.11517 -2.07110 -3.19382 -0.03 -0.04 -0.04
C 1.00528 -2.07755 -2.71820 0.10 -0.10 0.04
H 1.71480 -2.75504 -3.19123 0.01 -0.07 0.06
H 0.64641 -2.55973 -1.80850 0.04 -0.05 0.00
C 1.65976 -0.73374 -2.37906 -0.21 -0.02 0.14
H 2.09965 -0.74566 -1.38169 0.14 0.03 0.05
H 2.45349 -0.50839 -3.09415 0.08 0.08 -0.01
H 0.41608 0.06281 -4.68277 0.04 0.08 -0.06
H -0.16383 0.20549 -1.70497 -0.03 -0.05 0.01
H 1.70636 1.80504 -3.51292 -0.03 -0.01 -0.05
H 0.13812 2.36392 -2.92568 0.04 0.07 -0.06
H 2.02501 3.31064 -1.64473 0.02 -0.05 0.14
H 2.52024 1.68590 -1.13488 0.06 -0.01 0.02
H 1.27356 0.56159 0.27686 -0.06 0.21 -0.05
H 0.60146 -0.96099 1.79405 0.07 -0.07 -0.04
H -2.61997 -2.28620 4.73582 -0.11 0.06 0.03
H -1.32259 -3.35934 5.29376 0.01 0.01 -0.02
H -1.36966 -1.66512 5.82051 -0.06 0.08 0.08
```
Positions in Å, forces in eV/Å.

Computed properties:
HOMO energy = -8.8 eV
SMILES = CC(=O)c1cccc(NC(=O)CCC2CCCC2)c1
LUMO energy = 0.277 eV
Total energy = -827.55713 Eh
Charge = 0
ΔE to the lowest compared entry with this formula, charge and spin = 10.5 kcal/mol
Maximum force = 0.014 Eh/bohr
Frontier orbital gap = 0.33264 hartree



# 4
Formula: C16H22BF8N6O2S
Source: OMol25
Level of theory: ωB97M-V with the def2-TZVPD basis set

```
56
Properties=species:S:1:pos:R:3:forces:R:3
C -1.55440 1.02647 4.74280 -0.16 -0.04 0.16
O -1.96230 2.08973 3.83883 0.01 -0.21 -0.16
B -1.45044 2.49768 2.71561 -0.42 0.42 0.06
O -1.90615 3.29957 1.75302 0.37 -0.46 -0.29
S 0.49431 1.93389 2.48705 0.45 0.32 0.06
C 1.41943 3.59867 2.61133 0.04 -0.10 -0.05
F 1.08886 4.02411 3.82420 0.22 -0.09 -0.41
F 1.04404 4.46289 1.69562 0.07 -0.26 0.33
F 2.71184 3.34613 2.51727 -0.53 0.16 0.11
C 0.61399 1.26979 0.73068 -0.10 0.38 0.25
F -0.54420 0.64495 0.57532 -0.54 -0.25 -0.17
F 1.58748 0.38798 0.76726 0.52 -0.38 -0.08
C 0.85330 2.23993 -0.45868 0.07 -0.05 0.43
F 2.03635 2.81688 -0.30083 0.18 0.12 -0.02
F 0.85281 1.51701 -1.56100 -0.02 -0.06 -0.23
F -0.09267 3.15409 -0.50820 -0.18 0.14 -0.10
H -1.29924 0.13069 4.17753 0.02 0.08 0.07
H -0.72654 1.37586 5.35928 -0.02 -0.03 -0.08
H -2.41642 0.80474 5.36552 0.12 0.04 -0.10
H -2.66149 3.01643 1.22086 -0.18 0.28 0.25
C 4.28716 3.35605 -2.61381 -0.07 -0.01 0.04
C 5.53510 3.48238 -3.35339 0.11 0.01 -0.06
N 6.52331 3.57930 -3.92733 -0.05 0.00 0.03
H 3.48963 3.02383 -3.27685 0.02 0.00 -0.02
H 4.40872 2.62809 -1.81314 0.01 0.00 -0.01
H 4.01216 4.31717 -2.18197 0.01 0.01 -0.01
C -0.64691 -0.16121 -4.25046 0.22 0.13 0.04
C -1.80906 -0.98114 -4.55188 -0.13 -0.02 -0.02
N -2.73016 -1.62963 -4.77205 0.09 0.00 0.03
H -0.22346 -0.46208 -3.29314 -0.01 -0.03 -0.01
H 0.12298 -0.29044 -5.00925 -0.03 -0.03 -0.02
H -0.92445 0.89054 -4.19914 -0.07 -0.02 -0.04
C 0.37662 -4.04216 -4.44808 0.02 -0.09 -0.06
C 1.36637 -2.99953 -4.69231 0.00 0.03 -0.01
N 2.13536 -2.16798 -4.88189 -0.09 0.02 0.09
H 0.42834 -4.78741 -5.23977 0.00 -0.01 0.01
H 0.57679 -4.52696 -3.49450 -0.01 0.00 0.00
H -0.62520 -3.61537 -4.43638 0.00 0.01 0.00
C 4.42045 -2.00779 0.76739 0.08 0.07 -0.14
C 3.90966 -2.91778 1.78244 -0.09 0.00 0.11
N 3.47864 -3.59812 2.59980 0.00 0.03 -0.05
H 4.66440 -2.54127 -0.14928 0.01 -0.06 0.04
H 3.66427 -1.25986 0.53552 0.00 0.00 -0.01
H 5.31443 -1.50180 1.12725 0.01 -0.04 0.02
C -1.72949 -1.87471 8.71966 0.00 0.01 0.04
C -2.13607 -1.62467 7.34347 -0.10 -0.17 -0.10
N -2.47698 -1.47590 6.25688 0.14 0.13 0.09
H -1.50568 -2.93230 8.84466 0.00 0.00 0.00
H -0.84300 -1.29232 8.96193 0.00 0.00 0.01
H -2.53574 -1.59864 9.39637 0.00 0.00 0.01
C -6.04761 -2.15671 -4.45902 0.06 0.05 -0.01
C -7.20590 -2.99373 -4.73921 -0.09 -0.07 -0.01
N -8.11991 -3.65361 -4.95400 0.05 0.03 0.01
H -5.61983 -2.42258 -3.49429 -0.01 -0.01 0.00
H -5.28038 -2.29010 -5.21750 -0.01 -0.02 -0.01
H -6.34313 -1.10905 -4.44020 -0.01 0.00 0.00
```
Positions in Å, forces in eV/Å.

Computed properties:
HOMO energy = -12.8 eV
LUMO energy = -4.884 eV
Total energy = -2323.59736 Eh
Charge = +1
Maximum force = 0.013 Eh/bohr
Frontier orbital gap = 0.29011 hartree



- Which value of LUMO energy does entry 4 give?
  -4.884 eV



- Which of these has the highest maximum force?
  C16H21N5O3S



- Which of these has the highest frontier orbital gap?
  C16H21NO2